# C19H24NO4

A cluster of 2 separate species, C19H24NO4 in total (ωB97M-V/def2-TZVPD, the Open Molecules 2025 dataset).

Results
HOMO-LUMO gap: 3.7 eV
E_HOMO: -2.532 eV
E: -1094.07478 a.u.
Net charge: -1

```
48
Properties=species:S:1:pos:R:3:forces:R:3:nbo_charge:R:1
H -3.141 1.700 -1.690 0.052 0.154 0.004 0.21
H -3.174 -1.518 -0.713 0.021 0.073 0.039 0.24
C -0.391 -2.029 -2.533 -0.746 -0.107 0.463 0.06
H -2.014 1.934 -0.377 0.185 -0.240 0.118 0.25
C 0.741 -1.259 4.392 0.304 0.069 0.351 0.44
H 1.657 2.711 -2.905 -0.035 0.000 -0.062 0.22
C 2.042 -0.443 4.691 0.174 0.213 -0.199 0.43
C -1.883 0.052 -1.419 0.322 -0.490 0.099 0.02
H 2.685 2.176 -0.925 -0.180 0.176 0.137 0.23
C -3.769 0.799 0.143 0.165 0.222 0.546 -0.40
H -3.608 -0.996 1.392 0.052 -0.087 0.105 0.19
H 0.237 -2.782 -2.984 0.142 0.138 0.017 0.23
O 2.392 1.251 1.451 0.440 0.126 0.269 -0.76
H -4.581 0.276 -0.368 0.052 -0.109 -0.045 0.18
C 1.982 0.553 2.407 -0.776 -0.107 -0.356 0.41
H -0.781 -1.569 2.886 -0.028 -0.066 0.179 0.18
H -2.161 0.030 1.420 0.015 -0.062 0.063 0.28
C 0.622 -0.173 2.150 0.051 -0.099 0.578 0.42
H -0.306 2.240 -1.433 -0.145 0.039 -0.104 0.26
H -0.717 2.184 -3.142 -0.052 -0.088 -0.084 0.22
H 1.220 1.308 -0.471 0.367 -0.065 0.342 0.28
C 2.017 1.367 -1.211 0.440 -0.285 -0.483 -0.43
C -3.256 0.035 1.387 -0.122 0.165 -0.329 -0.65
H -4.206 1.738 0.490 -0.104 0.026 -0.123 0.21
C -1.539 -2.336 -1.832 0.334 0.727 -0.236 -0.22
C 2.875 0.083 -1.145 -0.073 0.198 0.090 -0.41
H 0.846 -0.543 -3.127 0.133 0.129 0.110 0.44
C 2.575 0.373 3.649 0.162 -0.097 0.168 -0.56
H 3.342 -0.086 -2.127 0.041 -0.005 -0.003 0.15
C 0.138 -1.039 3.130 -0.302 0.016 -0.634 -0.56
O 2.570 -0.532 5.802 -0.137 -0.182 0.095 -0.65
H 2.491 -1.421 0.377 -0.024 0.023 0.118 0.25
C -0.701 0.307 -2.136 -0.046 -0.249 0.174 0.34
H -1.833 -3.367 -1.713 -0.029 0.005 0.035 0.24
C -2.282 -1.281 -1.274 0.532 0.107 -0.309 -0.10
H 3.670 0.299 -0.435 0.129 0.019 -0.120 0.25
C 2.185 -1.196 -0.639 0.161 -0.038 -0.356 -0.63
H 2.449 -2.061 -1.262 -0.004 -0.033 0.015 0.16
C 1.375 1.709 -2.581 -0.073 -0.107 0.613 -0.41
H 1.737 1.035 -3.366 -0.123 0.043 -0.216 0.16
H 1.110 -1.085 -0.611 -0.053 -0.054 0.287 0.22
C -2.669 1.195 -0.837 -0.420 -0.133 -0.450 -0.43
O 0.314 -2.025 5.261 -0.051 0.042 -0.185 -0.65
C -0.140 1.685 -2.356 0.063 -0.155 -0.261 -0.46
O 0.014 0.052 1.060 -0.175 0.123 -0.337 -0.82
H -3.623 0.512 2.293 0.013 -0.072 0.073 0.22
H 3.511 0.876 3.876 -0.041 0.062 -0.091 0.19
N -0.021 -0.740 -2.648 -0.609 0.034 -0.103 -0.44
```
Forces are in eV/Å.